No. 1
Molecular formula: C29H86NO21
Method: DFT, ωB97M-V/def2-TZVPD

Each line ends with the Löwdin charge.
Geometry (Å):
C  0.549  1.839  0.623  -0.029
C  1.155  0.798  -0.320  -0.476
C  2.693  0.879  -0.092  -0.132
C  3.456  -0.355  -0.568  -0.199
C  2.756  -1.596  -0.099  -0.171
C  1.253  -1.733  -0.383  -0.504
N  0.576  -0.506  0.041  -0.202
O  -0.792  -0.557  -0.202  -0.257
C  0.882  -2.830  0.607  -0.056
C  1.055  -2.270  -1.810  -0.038
C  0.897  1.100  -1.812  -0.027
H  0.947  2.853  0.480  0.064
H  0.612  1.568  1.674  0.080
H  -0.502  1.986  0.353  0.064
H  2.868  0.978  0.983  0.114
H  3.176  1.698  -0.631  0.107
H  4.489  -0.412  -0.198  0.098
H  3.622  -0.272  -1.651  0.095
H  2.900  -1.673  0.983  0.099
H  3.256  -2.476  -0.526  0.117
H  -0.179  -3.097  0.496  0.076
H  1.129  -2.735  1.664  0.070
H  1.295  -3.820  0.353  0.065
H  1.736  -1.775  -2.503  0.060
H  0.031  -2.010  -2.117  0.064
H  1.016  -3.352  -1.949  0.076
H  -0.110  1.444  -2.059  0.063
H  0.980  0.173  -2.381  0.054
H  1.615  1.799  -2.248  0.064
C  -3.353  -0.646  -2.449  -0.127
O  -4.437  -0.793  -3.370  -0.132
H  -3.573  -0.978  -1.434  0.071
H  -2.467  -1.207  -2.762  0.065
H  -3.178  0.424  -2.520  0.071
H  -4.908  -1.628  -3.333  0.079
C  2.997  5.851  1.317  -0.169
O  1.874  6.613  1.709  -0.120
H  3.668  6.399  0.641  0.077
H  3.503  5.472  2.199  0.079
H  2.752  5.011  0.648  0.063
H  1.559  7.078  0.927  0.072
C  1.552  -0.739  -5.698  -0.184
O  2.338  -1.895  -5.786  -0.127
H  2.091  0.184  -5.938  0.075
H  0.711  -0.800  -6.392  0.076
H  1.061  -0.581  -4.730  0.061
H  3.098  -1.795  -5.194  0.033
C  -1.343  1.852  -4.657  -0.150
O  -1.984  2.697  -5.609  -0.117
H  -1.839  1.922  -3.680  0.066
H  -1.413  0.811  -4.959  0.064
H  -0.311  2.193  -4.512  0.064
H  -2.151  3.540  -5.182  0.061
C  -2.177  -2.774  -5.208  -0.141
O  -2.352  -1.374  -5.472  -0.156
H  -1.574  -2.830  -4.293  0.067
H  -3.103  -3.339  -5.155  0.075
H  -1.439  -3.089  -5.946  0.077
H  -2.936  -1.019  -4.786  0.022
C  5.765  -2.453  2.682  -0.148
O  7.060  -2.229  2.159  -0.122
H  5.445  -3.494  2.802  0.065
H  5.648  -1.928  3.627  0.080
H  5.047  -2.082  1.940  0.062
H  7.055  -2.002  1.232  0.060
C  5.549  -1.593  -3.639  -0.130
O  4.627  -0.805  -4.392  -0.135
H  6.439  -1.764  -4.241  0.079
H  5.811  -1.154  -2.678  0.068
H  5.048  -2.535  -3.428  0.083
H  5.043  -0.355  -5.130  0.087
C  0.800  4.475  -2.281  -0.130
O  1.266  5.743  -2.785  -0.123
H  0.729  3.807  -3.144  0.063
H  1.379  3.988  -1.507  0.063
H  -0.244  4.614  -1.984  0.050
H  0.748  5.901  -3.577  0.066
C  -1.515  3.239  4.366  -0.225
C  -1.599  3.002  5.866  -0.254
O  -1.909  1.634  6.096  -0.051
O  -2.756  2.900  3.719  -0.072
H  -0.735  2.612  3.932  0.119
H  -1.425  4.315  4.187  0.104
H  -2.403  3.554  6.363  0.112
H  -0.639  3.344  6.268  0.110
H  -1.684  1.415  7.004  0.079
H  -2.652  3.318  2.846  0.027
C  2.970  -6.229  1.689  -0.239
C  2.452  -7.656  1.805  -0.265
O  2.169  -8.013  3.145  -0.058
O  4.159  -6.063  2.455  -0.060
H  2.227  -5.468  1.910  0.111
H  3.162  -6.188  0.610  0.117
H  3.145  -8.359  1.337  0.114
H  1.513  -7.626  1.233  0.117
H  1.797  -8.896  3.184  0.079
H  4.931  -6.228  1.909  0.081
C  -1.617  4.859  0.235  -0.225
C  -2.580  5.600  -0.689  -0.223
O  -2.531  7.002  -0.438  -0.068
O  -2.143  4.597  1.529  -0.079
H  -0.675  5.410  0.276  0.119
H  -1.396  3.855  -0.148  0.099
H  -3.625  5.294  -0.633  0.123
H  -2.202  5.401  -1.694  0.101
H  -3.176  7.263  0.221  0.080
H  -1.740  5.167  2.190  0.088
C  0.034  -2.030  4.450  -0.241
C  0.262  -0.743  3.709  -0.281
O  -0.798  -0.381  2.863  -0.057
O  -1.178  -1.978  5.241  -0.066
H  0.913  -2.372  4.999  0.111
H  -0.239  -2.777  3.693  0.098
H  1.216  -0.793  3.167  0.106
H  0.363  0.074  4.434  0.108
H  -0.535  -0.495  1.935  0.039
H  -1.089  -2.682  5.892  0.066
C  -4.785  2.293  1.288  -0.236
C  -4.217  1.107  0.549  -0.267
O  -3.145  0.429  1.187  -0.047
O  -5.372  1.804  2.508  -0.059
H  -5.656  2.656  0.716  0.112
H  -4.109  3.141  1.421  0.085
H  -3.956  1.388  -0.483  0.102
H  -5.046  0.405  0.371  0.110
H  -2.468  0.441  0.485  0.038
H  -6.066  2.427  2.738  0.070
C  -4.838  -2.921  1.278  -0.257
C  -3.749  -3.657  2.114  -0.254
O  -2.648  -2.823  2.356  -0.042
O  -5.552  -2.042  2.110  -0.040
H  -5.477  -3.735  0.901  0.105
H  -4.323  -2.528  0.394  0.103
H  -3.518  -4.579  1.563  0.107
H  -4.246  -3.944  3.041  0.114
H  -2.055  -2.889  1.598  0.066
H  -6.489  -2.192  1.972  0.078

Results
charge: -1
frontier orbital gap: 4.966 eV
lowest unoccupied orbital energy: 1.942 eV
HOMO level: -0.111 Ha
multiplicity: 1


No. 2
Molecular formula: C29H87N9O13
Method: DFT, ωB97M-V/def2-TZVPD

Each line ends with the Löwdin charge.
Geometry (Å):
C  -8.771  -12.459  2.718  -0.047
C  -8.386  -11.433  1.610  -0.447
C  -8.881  -10.036  1.815  -0.205
O  -8.354  -9.106  0.848  -0.200
C  -9.032  -9.059  -0.474  -0.053
N  -6.925  -11.404  1.635  0.054
H  -8.343  -13.445  2.540  0.061
H  -9.816  -12.451  3.027  0.062
H  -8.238  -12.189  3.630  0.071
H  -8.839  -11.708  0.658  0.111
H  -8.659  -9.725  2.836  0.131
H  -9.966  -10.011  1.716  0.118
H  -8.991  -9.994  -1.033  0.061
H  -8.520  -8.388  -1.163  0.080
H  -10.053  -8.689  -0.374  0.083
H  -6.698  -12.184  1.034  0.065
H  -6.622  -10.529  1.230  0.064
C  -10.755  -16.757  -7.807  -0.066
C  -9.529  -16.047  -7.308  -0.472
C  -9.023  -16.564  -5.930  -0.187
O  -10.040  -16.382  -5.006  -0.213
C  -9.842  -16.816  -3.667  -0.095
N  -8.540  -16.019  -8.292  0.028
H  -11.132  -16.157  -8.636  0.072
H  -11.543  -16.825  -7.058  0.063
H  -10.638  -17.694  -8.352  0.079
H  -9.785  -14.988  -7.261  0.136
H  -8.222  -15.879  -5.653  0.122
H  -8.751  -17.617  -5.863  0.129
H  -9.032  -16.265  -3.189  0.079
H  -9.730  -17.900  -3.618  0.086
H  -10.730  -16.673  -3.051  0.075
H  -8.371  -16.966  -8.602  0.077
H  -8.847  -15.520  -9.114  0.078
C  -10.260  -13.304  -2.802  -0.040
C  -11.215  -12.556  -1.861  -0.349
C  -12.278  -11.655  -2.560  -0.187
O  -11.640  -10.664  -3.294  -0.193
C  -12.451  -9.971  -4.208  -0.080
N  -11.801  -13.609  -1.004  0.062
H  -9.754  -12.548  -3.403  0.074
H  -10.932  -13.897  -3.423  0.065
H  -9.560  -13.883  -2.200  0.059
H  -10.585  -11.931  -1.229  0.118
H  -13.038  -11.159  -1.956  0.108
H  -12.878  -12.249  -3.249  0.106
H  -11.827  -9.188  -4.638  0.076
H  -13.261  -9.484  -3.665  0.074
H  -12.849  -10.702  -4.912  0.087
H  -12.326  -14.229  -1.604  0.080
H  -11.017  -14.024  -0.520  0.037
C  -14.887  -18.441  -3.131  -0.079
C  -14.318  -17.899  -1.865  -0.309
O  -13.737  -16.574  -1.991  -0.107
H  -15.802  -19.016  -2.985  0.082
H  -14.161  -18.922  -3.785  0.079
H  -15.255  -17.586  -3.698  0.067
H  -13.764  -18.635  -1.282  0.108
H  -15.114  -17.796  -1.127  0.102
H  -13.707  -16.172  -1.119  0.074
C  -9.824  -16.572  1.833  -0.075
C  -10.284  -16.226  0.432  -0.343
O  -9.647  -15.086  0.027  -0.084
H  -9.608  -15.660  2.390  0.069
H  -9.137  -17.393  2.040  0.073
H  -10.684  -16.889  2.422  0.071
H  -11.367  -16.103  0.468  0.105
H  -10.177  -17.135  -0.160  0.113
H  -8.780  -15.347  -0.290  0.108
C  -12.175  -11.862  -8.307  -0.097
C  -10.890  -11.153  -8.043  -0.319
O  -10.999  -9.762  -8.284  -0.079
H  -13.006  -11.398  -7.776  0.072
H  -12.086  -12.940  -8.170  0.074
H  -12.459  -11.733  -9.352  0.074
H  -10.146  -11.678  -8.641  0.115
H  -10.703  -11.149  -6.969  0.117
H  -11.123  -9.660  -9.230  0.090
C  -13.591  -14.844  -5.228  -0.057
C  -14.695  -13.890  -5.746  -0.259
O  -15.831  -14.752  -6.042  -0.103
H  -12.732  -14.330  -4.797  0.049
H  -13.268  -15.540  -6.002  0.062
H  -13.802  -15.474  -4.364  0.046
H  -14.456  -13.314  -6.641  0.087
H  -15.014  -13.145  -5.017  0.095
H  -16.659  -14.324  -5.813  0.070
C  -6.424  -11.397  -3.665  -0.066
C  -6.171  -11.869  -2.133  -0.275
O  -4.908  -12.563  -2.037  -0.087
H  -5.479  -11.045  -4.079  0.061
H  -7.029  -10.491  -3.688  0.057
H  -6.778  -12.233  -4.268  0.057
H  -7.049  -12.416  -1.790  0.085
H  -6.098  -10.958  -1.539  0.094
H  -5.080  -13.491  -2.211  0.073
C  -11.436  -5.364  -5.785  -0.080
C  -11.710  -6.774  -6.386  -0.276
O  -10.460  -7.504  -6.237  -0.111
H  -10.911  -5.395  -4.831  0.072
H  -12.365  -4.797  -5.729  0.057
H  -10.841  -4.778  -6.486  0.068
H  -11.967  -6.784  -7.445  0.109
H  -12.432  -7.355  -5.811  0.079
H  -10.452  -8.169  -6.929  0.034
C  -14.055  -11.627  1.292  -0.064
C  -13.084  -12.500  2.145  -0.300
O  -12.897  -13.724  1.455  -0.132
H  -14.633  -12.245  0.604  0.069
H  -13.430  -10.887  0.792  0.060
H  -14.654  -11.168  2.078  0.072
H  -13.631  -12.869  3.013  0.097
H  -12.167  -12.072  2.548  0.086
H  -12.573  -13.507  0.578  -0.014
C  -16.405  -13.555  -1.865  -0.761
O  -15.451  -12.842  -1.874  0.040
N  -16.382  -14.852  -2.073  0.178
N  -17.560  -13.161  -1.376  0.178
H  -17.043  -15.450  -1.599  0.109
H  -15.585  -15.350  -2.444  0.076
H  -17.630  -12.229  -0.992  0.059
H  -18.340  -13.800  -1.318  0.109
C  -14.469  -6.790  -1.979  -0.800
O  -14.280  -7.246  -0.878  0.024
N  -13.886  -5.740  -2.360  0.192
N  -15.222  -7.365  -2.905  0.182
H  -13.085  -5.366  -1.872  0.138
H  -14.138  -5.435  -3.289  0.114
H  -15.157  -7.131  -3.886  0.112
H  -15.695  -8.173  -2.527  0.088
C  -16.570  -9.889  -0.214  -0.754
O  -17.298  -10.793  0.071  0.040
N  -16.514  -8.649  0.352  0.174
N  -15.610  -10.028  -1.050  0.166
H  -17.139  -8.338  1.082  0.105
H  -15.797  -8.013  0.034  0.048
H  -15.633  -10.920  -1.525  0.074
H  -14.720  -9.552  -1.004  0.094

Results
frontier orbital gap: 9.061 eV
lowest unoccupied orbital energy: 0.264 eV
HOMO level: -0.323 Ha
multiplicity: 1


No. 3
Molecular formula: C2AlO4
Method: DFT, ωB97M-V/def2-TZVPD

Each line ends with the Löwdin charge.
Geometry (Å):
O  1.868  -0.291  0.038  0.159
C  2.499  -1.048  0.604  0.482
O  -1.050  1.093  0.405  0.226
O  -1.168  -0.469  -1.152  0.315
C  -1.602  -0.008  -0.154  -0.392
O  -1.420  -0.217  1.124  0.465
Al  0.871  0.940  -0.864  1.745

Results
charge: +3
frontier orbital gap: 6.798 eV
energy above the lowest of the compared OMol25 structures with the same formula, charge and spin: 1.749 eV
lowest unoccupied orbital energy: -21.832 eV
HOMO level: -1.052 Ha
multiplicity: 1


No. 4
Molecular formula: C2BF10NO7PtS4
Method: DFT, ωB97M-V/def2-TZVPD

Each line ends with the Löwdin charge.
Geometry (Å):
Pt  -0.057  0.269  0.124  1.279
F  2.885  1.943  3.893  0.158
C  2.263  0.775  3.808  -0.689
F  2.887  0.002  2.932  0.165
F  2.245  0.191  4.995  0.173
S  0.513  1.032  3.275  0.647
O  -0.070  -0.262  3.220  -0.250
O  -0.021  2.104  4.032  -0.212
N  0.727  1.447  1.686  -0.430
S  0.688  2.877  0.964  0.693
O  0.072  2.429  -0.311  -0.337
O  0.205  3.967  1.720  -0.176
C  2.438  3.287  0.505  -0.685
F  2.401  4.377  -0.243  0.180
F  2.981  2.292  -0.164  0.183
F  3.118  3.518  1.615  0.172
F  1.408  -0.243  -2.584  0.141
B  2.201  -0.937  -1.710  -1.183
F  1.842  -0.207  -0.283  -0.207
F  3.524  -0.753  -1.815  0.225
F  1.765  -2.213  -1.487  0.136
O  -3.578  0.003  -1.189  -0.246
S  -2.785  -0.472  -0.116  0.285
O  -1.967  0.655  0.534  -0.504
O  -3.264  -1.445  0.798  -0.264
S  -0.955  -1.353  -0.911  0.746

Results
frontier orbital gap (spin up / spin down): 7.155 / 7.454 eV
lowest unoccupied orbital energy (spin up / spin down): -5.168 / -5.002 eV
HOMO level (spin up / spin down): -0.453 / -0.458 Ha
multiplicity: 1


No. 5
Molecular formula: C2Br2NO4
Method: DFT, ωB97M-V/def2-TZVPD

Each line ends with the Löwdin charge.
Geometry (Å):
C  0.056  2.040  0.569  -0.409
C  0.222  -2.812  0.212  -0.547
N  -0.471  -1.681  0.051  -0.570
O  0.736  2.055  1.521  0.187
O  -0.761  2.126  -0.274  0.168
O  -0.510  -0.831  0.998  -0.033
O  -1.302  -1.732  -0.866  -0.011
Br  1.250  -3.546  -1.158  0.614
Br  2.622  -2.274  1.929  -0.398

Results
charge: -1
frontier orbital gap: 6.569 eV
energy above the lowest of the compared OMol25 structures with the same formula, charge and spin: 1.619 eV
lowest unoccupied orbital energy: 1.819 eV
HOMO level: -0.175 Ha
multiplicity: 1


No. 6
Molecular formula: C2Br3F
Method: DFT, ωB97M-V/def2-TZVPD

Each line ends with the Löwdin charge.
Geometry (Å):
C  0.938  -0.430  0.069  -0.768
C  0.211  0.593  0.269  -0.592
F  2.272  -0.290  -0.216  0.017
Br  0.133  -2.203  -0.010  0.765
Br  -3.323  0.075  -0.048  -0.359
Br  -0.231  2.254  -0.064  0.937

Results
frontier orbital gap (spin up / spin down): 4.630 / 4.607 eV
energy above the lowest of the compared OMol25 structures with the same formula, charge and spin: 4.222 eV
lowest unoccupied orbital energy (spin up / spin down): -4.048 / -4.059 eV
HOMO level (spin up / spin down): -0.319 / -0.318 Ha
multiplicity: 1